Formula: C42H36N2O7PtS2Sb
Source: OMol25
Level of theory: wB97M-V/def2-TZVPD

Geometry as XYZ:
```
91
Properties=species:S:1:pos:R:3:forces:R:3:lowdin_spin:R:1
Pt -0.15952 -0.09483 -0.34591 0.673 0.794 0.611 1.517
O -2.61451 1.69452 2.73366 0.012 0.140 -0.185 0.267
C -2.27490 1.35867 1.62406 0.189 -0.514 0.124 0.098
O -1.90080 0.28456 1.11811 -0.265 -0.173 -0.078 0.156
C -2.33652 2.65673 0.56749 0.097 0.278 -0.039 0.136
C -2.51033 2.17619 -0.87146 -0.237 0.049 -0.041 0.025
C -2.86856 3.40632 -1.72735 0.080 -0.054 0.052 0.016
C -1.50394 4.12841 -1.81491 0.083 -0.164 -0.002 0.010
C -0.62192 3.20518 -0.95767 -0.054 0.451 0.036 0.019
O -1.15757 1.91291 -1.27992 -0.013 -0.410 -0.102 0.052
C -1.02443 3.38009 0.51223 0.230 -0.327 0.182 0.080
C 0.14408 2.70070 1.46424 -0.367 0.458 0.004 0.067
O 0.43548 3.38942 2.41498 0.051 -0.207 -0.080 0.145
O 0.57751 1.59433 1.06211 0.197 -0.458 -0.077 0.121
H -3.15840 3.24578 0.95950 -0.014 -0.022 0.006 0.004
H -3.12767 1.30098 -1.01801 0.019 -0.130 -0.020 -0.001
H -3.21324 3.07554 -2.70531 -0.012 0.013 0.005 0.004
H -3.64737 4.01281 -1.26894 -0.030 -0.015 -0.011 0.001
H -1.12488 4.13636 -2.83639 -0.037 0.048 0.000 0.003
H -1.52494 5.14942 -1.43916 0.025 0.000 0.008 0.001
H 0.44377 3.24318 -1.15769 -0.001 -0.087 -0.018 0.000
H -1.06484 4.40429 0.86555 -0.030 0.022 -0.039 0.006
C 0.75128 -3.50854 -7.58064 -0.061 0.006 0.074 0.001
C 0.11807 -3.14971 -6.26532 0.005 -0.016 -0.030 0.004
C -0.82083 -3.98681 -5.67023 0.051 0.045 -0.017 0.001
C -1.42692 -3.63040 -4.47564 0.008 0.001 0.080 0.003
C -1.07431 -2.43299 -3.87701 -0.117 -0.005 0.285 0.006
C -0.13136 -1.58229 -4.43973 0.027 0.092 -0.014 0.004
C 0.45704 -1.94990 -5.63497 -0.103 -0.035 0.049 -0.001
S -1.89658 -1.93611 -2.39741 -0.369 0.053 -0.910 0.025
O -2.25559 -0.55821 -2.52317 0.185 -0.028 0.153 0.004
O -2.89089 -2.90657 -2.05584 0.056 -0.093 0.101 0.014
N -0.66881 -1.96606 -1.24893 -0.227 0.079 0.569 0.384
C -0.31484 -3.09654 -0.61845 -0.064 0.336 -0.413 0.050
C -0.65402 -4.39824 -1.02739 -0.040 -0.256 0.036 0.172
C -0.23476 -5.50051 -0.29196 -0.006 -0.039 -0.085 0.000
C 0.51382 -5.35303 0.85565 -0.019 -0.065 0.021 0.200
C 0.89321 -4.06427 1.30681 0.021 0.344 -0.071 0.009
C 1.65092 -3.83024 2.47297 -0.025 -0.049 -0.029 0.026
C 1.98502 -2.54761 2.81911 0.034 -0.054 0.002 -0.009
C 1.55564 -1.48846 2.00764 0.095 0.083 0.110 0.035
N 0.83464 -1.69074 0.92575 -0.327 0.342 -0.232 0.098
C 0.49542 -2.93763 0.56275 0.272 -0.245 0.236 0.053
H 0.37371 -4.45951 -7.95086 0.044 -0.006 -0.028 0.000
H 1.83557 -3.57948 -7.47993 0.025 -0.017 -0.041 0.000
H 0.53719 -2.74198 -8.32665 0.024 -0.013 -0.014 0.000
H -1.09211 -4.91664 -6.15359 -0.017 0.007 -0.009 0.000
H -2.18327 -4.25159 -4.01267 -0.004 -0.023 -0.087 0.000
H 0.10481 -0.64190 -3.95028 0.013 0.003 -0.066 0.000
H 1.17208 -1.28804 -6.10527 0.012 0.057 -0.017 0.000
H -1.26536 -4.53518 -1.90592 0.074 -0.058 0.070 0.007
H -0.50982 -6.48991 -0.63092 -0.011 0.001 0.024 -0.004
H 0.81562 -6.22021 1.42917 0.008 -0.001 -0.003 0.009
H 1.95536 -4.66750 3.08873 0.014 -0.008 -0.014 0.001
H 2.56545 -2.34255 3.70708 -0.013 0.036 -0.006 -0.001
H 1.79539 -0.45727 2.24221 -0.078 0.029 -0.026 0.003
S 1.83673 0.85311 -1.51212 0.282 -0.496 -0.248 0.135
Sb 3.46800 -0.15927 -2.82372 -0.218 0.512 0.269 0.020
C 3.57058 -2.29396 -2.87582 -0.096 0.705 -0.105 0.000
C 3.83686 -2.92277 -1.66596 -0.009 0.014 0.041 0.000
C 3.93146 -4.30555 -1.62705 -0.015 -0.029 0.034 0.000
C 3.76609 -5.04671 -2.78998 -0.025 0.023 0.002 0.000
C 3.50197 -4.40889 -3.99352 -0.008 -0.033 -0.033 0.000
C 3.39740 -3.02559 -4.04209 -0.007 -0.033 -0.006 0.000
C 5.25007 0.57635 -1.91621 -0.306 -0.260 -0.308 0.007
C 5.16277 1.18428 -0.67122 -0.002 -0.012 0.014 0.002
C 6.30993 1.71253 -0.09528 0.045 0.006 0.008 0.000
C 7.52397 1.63609 -0.76321 -0.030 0.009 0.037 0.000
C 7.60141 1.02688 -2.00791 0.051 -0.035 -0.083 0.001
C 6.46299 0.49147 -2.59079 -0.035 -0.028 0.020 0.001
C 3.21800 0.85715 -4.69455 0.169 -0.480 0.357 0.003
C 3.32284 0.26507 -5.94580 0.101 0.019 -0.009 0.000
C 3.03100 1.01277 -7.07978 0.029 -0.095 -0.080 0.000
C 2.64817 2.33933 -6.96221 -0.002 0.040 0.043 0.000
C 2.58199 2.93617 -5.70965 0.025 0.011 -0.026 0.000
C 2.86331 2.19637 -4.57225 -0.004 -0.035 0.011 0.003
H 3.97709 -2.34039 -0.76166 0.014 -0.020 0.021 0.000
H 4.14769 -4.80352 -0.69083 -0.002 -0.005 0.006 0.000
H 3.84692 -6.12510 -2.75859 0.014 -0.002 -0.001 0.000
H 3.38466 -4.98812 -4.90001 -0.025 -0.006 0.001 0.000
H 3.17703 -2.53571 -4.98153 -0.005 -0.050 0.036 0.000
H 4.20943 1.25943 -0.16273 -0.013 0.009 -0.008 0.001
H 6.24930 2.19018 0.87371 0.011 0.006 -0.004 0.000
H 8.41412 2.05667 -0.31440 -0.002 -0.004 0.001 0.000
H 8.54800 0.97152 -2.52932 -0.001 0.002 0.012 0.000
H 6.52214 0.01688 -3.56365 0.052 0.022 -0.012 0.000
H 3.64555 -0.76281 -6.05239 -0.016 0.013 -0.030 0.000
H 3.10764 0.55441 -8.05776 -0.006 0.008 0.011 0.000
H 2.40715 2.91249 -7.84756 0.029 0.004 0.000 0.000
H 2.31128 3.97952 -5.61577 -0.016 -0.008 -0.011 0.000
H 2.79765 2.65532 -3.59413 -0.061 0.036 0.011 0.003
```
Forces are in eV/Å.

Its spin multiplicity is 5. As for the HOMO energy (spin up / spin down): -10.406 / -10.748 eV. The calculation puts the total energy at -3413.865014 hartree. The max |F| is 1.21 eV/A. The calculation puts the orbital gap (spin up / spin down) at 7.15 / 5.27 eV. Its expectation value of S² is 6.056. The net charge is +1.